No. 1
Formula: C42H42FHgN6O10S
Source: OMol25
Level of theory: wB97M-V/def2-TZVPD

E_LUMO (alpha / beta)	0.1352 / 0.0657	hartree
molecular weight	1042.49	g mol⁻¹
net charge	-2
<S²>	0.819
energy relative to the best compared isomer or geometry (same formula, charge and spin)	0.1220	eV
HOMO energy (alpha / beta)	-0.7 / -0.7	eV
2S+1	2

Geometry (Å):
1 Hg -0.881 0.265 1.577
2 C -2.435 1.849 -2.364
3 O -3.340 2.907 -2.022
4 C -3.454 3.431 -0.775
5 C -4.261 4.524 -0.645
6 C -4.461 5.154 0.606
7 C -3.832 4.692 1.719
8 C -2.973 3.560 1.667
9 C -2.306 3.216 2.856
10 N -1.465 2.213 3.012
11 N -0.923 2.114 4.202
12 C 0.149 1.260 4.210
13 O 0.744 0.853 3.211
14 C 0.614 0.851 5.565
15 C 1.437 -0.268 5.658
16 C 1.868 -0.706 6.898
17 C 1.487 -0.028 8.048
18 C 0.663 1.086 7.957
19 C 0.220 1.522 6.718
20 C -2.781 2.863 0.396
21 O -2.086 1.836 0.262
22 H -2.525 1.766 -3.446
23 H -2.712 0.904 -1.902
24 H -1.411 2.095 -2.092
25 H -4.742 4.901 -1.538
26 H -5.114 6.016 0.667
27 H -3.973 5.185 2.673
28 H -2.473 3.865 3.716
29 H 1.696 -0.790 4.747
30 H 2.498 -1.583 6.969
31 H 1.824 -0.373 9.018
32 H 0.363 1.613 8.854
33 H -0.429 2.381 6.628
34 F 5.277 2.361 -1.182
35 C 4.515 1.356 -1.687
36 C 3.313 1.114 -1.090
37 C 2.422 0.163 -1.606
38 C 1.123 -0.045 -0.971
39 O 0.826 0.638 0.024
40 C 0.261 -0.999 -1.622
41 C 0.714 -1.633 -2.735
42 N 1.941 -1.480 -3.285
43 C 2.303 -2.208 -4.470
44 C 3.353 -3.271 -4.377
45 C 1.914 -3.648 -4.586
46 C 2.817 -0.538 -2.752
47 C 4.061 -0.297 -3.334
48 C 4.957 0.653 -2.836
49 N 6.166 0.838 -3.467
50 C 6.132 1.050 -4.919
51 C 6.944 0.048 -5.723
52 N 9.320 1.474 -4.263
53 C 8.702 0.893 -3.117
54 C 7.293 1.391 -2.710
55 C -1.154 -1.374 -1.207
56 O -1.918 -1.727 -2.107
57 O -1.447 -1.346 0.026
58 H 3.013 1.683 -0.221
59 H 0.049 -2.318 -3.242
60 H 2.285 -1.612 -5.377
61 H 3.776 -3.447 -3.399
62 H 4.052 -3.364 -5.197
63 H 1.391 -4.098 -3.755
64 H 1.598 -4.000 -5.558
65 H 4.380 -0.878 -4.184
66 H 6.483 2.069 -5.124
67 H 5.086 0.998 -5.228
68 H 6.779 0.221 -6.789
69 H 6.630 -0.973 -5.483
70 H 9.341 2.484 -4.103
71 H 8.006 0.187 -5.486
72 H 9.276 1.021 -2.165
73 H 8.622 -0.197 -3.253
74 H 7.305 2.488 -2.773
75 H 7.120 1.107 -1.669
76 C -7.320 1.208 0.462
77 C -6.643 -0.135 0.495
78 C -5.387 -0.305 -0.081
79 C -4.726 -1.520 -0.018
80 C -5.340 -2.580 0.637
81 C -6.592 -2.439 1.213
82 C -7.241 -1.217 1.132
83 S -4.476 -4.119 0.798
84 O -5.312 -4.996 1.580
85 O -4.021 -4.528 -0.497
86 N -3.158 -3.784 1.704
87 C -3.428 -3.401 3.100
88 C -2.117 -3.215 3.836
89 C -1.322 -2.039 3.281
90 O -0.122 -2.160 3.056
91 O -2.020 -0.998 3.061
92 H -7.074 1.749 -0.450
93 H -6.989 1.822 1.301
94 H -8.404 1.106 0.528
95 H -4.912 0.531 -0.580
96 H -3.749 -1.633 -0.472
97 H -7.037 -3.284 1.718
98 H -8.223 -1.099 1.577
99 H -2.550 -3.123 1.224
100 H -4.013 -4.203 3.548
101 H -4.002 -2.469 3.144
102 H -1.496 -4.108 3.764
103 H -2.336 -3.019 4.889

No. 2
Formula: C8H31NO9
Source: OMol25
Level of theory: wB97M-V/def2-TZVPD

E_LUMO	0.0097	hartree
molecular weight	285.33	g mol⁻¹
net charge	0
energy relative to the best compared isomer or geometry (same formula, charge and spin)	1.5822	eV
HOMO energy	-9.1	eV
structure (SMILES)	COCCNCCOC.OCCO.O.O.O.O.O

Geometry (Å):
1 C -1.132 -2.238 -1.243
2 O -1.794 -1.046 -1.590
3 C -3.185 -1.045 -1.311
4 C -3.960 -1.887 -2.428
5 N -5.438 -1.893 -2.282
6 C -6.038 -0.543 -2.306
7 C -7.557 -0.502 -2.552
8 O -7.902 -0.961 -3.884
9 C -8.018 0.085 -4.801
10 H -0.096 -1.945 -1.073
11 H -1.200 -3.089 -1.920
12 H -1.355 -2.633 -0.252
13 H -3.510 -0.005 -1.270
14 H -3.382 -1.533 -0.356
15 H -3.563 -2.901 -2.461
16 H -3.596 -1.572 -3.407
17 H -5.731 -2.281 -3.168
18 H -5.511 0.060 -3.045
19 H -5.819 0.001 -1.387
20 H -7.843 0.500 -2.231
21 H -8.105 -1.158 -1.876
22 H -8.373 -0.201 -5.791
23 H -7.195 0.798 -4.856
24 H -8.863 0.654 -4.412
25 O 7.336 4.275 1.123
26 H 8.207 4.560 0.849
27 H 7.050 4.942 1.747
28 O 6.718 -0.192 2.131
29 H 6.773 0.735 1.901
30 H 6.904 -0.654 1.314
31 O 6.128 -3.179 5.624
32 H 6.314 -2.788 4.771
33 H 5.175 -3.142 5.703
34 O 9.058 -2.799 -1.014
35 H 9.938 -3.116 -0.810
36 H 8.734 -3.406 -1.680
37 O 10.358 1.232 -2.719
38 H 10.354 1.972 -2.112
39 H 10.095 0.482 -2.185
40 C -0.474 3.199 4.718
41 C 0.457 2.262 4.032
42 O 1.596 1.992 4.765
43 O -1.217 2.573 5.828
44 H -1.213 3.424 3.949
45 H -0.107 4.140 5.126
46 H 0.811 2.662 3.082
47 H -0.086 1.364 3.738
48 H 2.346 1.828 4.188
49 H -2.091 2.969 5.832